1.
# C33H61N8O6P

A cluster of 8 separate species, C33H61N8O6P in total at a distorted geometry (the ωB97M-V functional and the def2-TZVPD basis, OMol25).

```
109
Properties=species:S:1:pos:R:3
N -3.130 4.524 5.862
C -4.026 3.571 5.194
C -3.669 3.394 3.722
O -2.426 2.712 3.649
C -2.224 1.957 2.462
C -1.113 0.933 2.687
C 0.191 1.534 3.151
O 0.346 2.226 4.126
O 1.244 1.180 2.361
P -1.792 2.924 0.971
O -1.552 2.054 -0.181
O -0.434 3.723 1.300
O -2.903 4.030 0.637
H -2.239 4.049 5.976
H -2.931 5.300 5.238
H -5.056 3.932 5.244
H -3.905 2.609 5.691
H -3.523 4.404 3.303
H -4.464 2.907 3.141
H -3.135 1.374 2.273
H -1.449 0.254 3.473
H -0.945 0.375 1.773
H 1.807 1.957 2.249
H -0.520 4.107 2.190
H -3.700 3.955 1.174
C -2.060 -2.238 -1.895
C -0.802 -1.749 -1.191
C -0.586 -2.418 0.172
C -1.644 -2.070 1.108
N -2.469 -1.692 1.815
H -2.957 -1.992 -1.321
H -2.153 -1.770 -2.869
H -2.031 -3.320 -2.041
H -0.850 -0.664 -1.070
H 0.062 -1.964 -1.821
H 0.365 -2.101 0.589
H -0.532 -3.500 0.060
C -4.352 -6.127 1.472
C -3.125 -6.562 2.264
C -1.846 -5.852 1.813
C -1.478 -6.189 0.436
N -1.201 -6.456 -0.646
H -4.255 -6.384 0.416
H -5.246 -6.623 1.852
H -4.506 -5.049 1.550
H -2.999 -7.643 2.180
H -3.284 -6.341 3.321
H -1.021 -6.129 2.472
H -1.969 -4.770 1.899
C 5.052 -3.362 -0.668
C 4.988 -2.581 0.641
C 4.280 -3.341 1.767
C 2.867 -3.578 1.469
N 1.762 -3.779 1.223
H 4.054 -3.565 -1.062
H 5.595 -2.790 -1.421
H 5.566 -4.316 -0.535
H 4.483 -1.632 0.482
H 6.003 -2.349 0.964
H 4.352 -2.757 2.686
H 4.768 -4.298 1.963
C -2.554 -2.797 -7.492
C -3.128 -1.591 -6.757
C -2.052 -0.598 -6.309
C -1.146 -1.176 -5.319
N -0.436 -1.627 -4.537
H -1.896 -3.380 -6.845
H -3.355 -3.454 -7.828
H -1.983 -2.486 -8.369
H -3.703 -1.929 -5.893
H -3.824 -1.068 -7.416
H -2.525 0.284 -5.871
H -1.474 -0.253 -7.169
C 2.608 -0.075 -2.419
C 1.956 0.979 -1.528
C 2.977 1.943 -0.918
C 3.891 1.252 -0.011
N 4.618 0.702 0.688
H 3.287 -0.714 -1.848
H 1.850 -0.714 -2.869
H 3.177 0.391 -3.227
H 1.387 0.494 -0.736
H 1.245 1.559 -2.115
H 2.457 2.729 -0.364
H 3.552 2.434 -1.705
C 4.747 1.833 4.003
C 4.172 2.892 4.938
C 5.245 3.811 5.530
C 6.174 3.089 6.398
N 6.907 2.520 7.075
H 5.419 1.157 4.534
H 3.953 1.230 3.571
H 5.302 2.290 3.182
H 3.612 2.408 5.739
H 3.460 3.512 4.386
H 4.770 4.601 6.115
H 5.805 4.301 4.732
C -2.577 3.401 -5.514
C -1.363 4.312 -5.383
C -0.182 3.630 -4.686
C -0.483 3.288 -3.295
N -0.731 3.004 -2.207
H -2.964 3.112 -4.535
H -3.379 3.909 -6.051
H -2.326 2.492 -6.066
H -1.641 5.216 -4.839
H -1.041 4.626 -6.378
H 0.686 4.291 -4.701
H 0.101 2.724 -5.228
```

The value obtained for the HOMO energy is -9.57 eV. The HOMO-LUMO gap comes out at 9.90 eV. For the largest force on an atom, the calculation gives 2.27 eV/Å. Its SMILES is NCCO[C@H](CC(=O)O)P(=O)(O)O.CCCC#N.CCCC#N.CCCC#N.CCCC#N.CCCC#N.CCCC#N.CCCC#N.



2.
# C6H10N

The ion C6H10N with charge +1 at a distorted geometry (the ωB97M-V functional and the def2-TZVPD basis, OMol25).

```
17
Properties=species:S:1:pos:R:3
C -2.427 1.110 -0.953
C -1.508 0.958 -1.837
C 0.140 -0.033 1.547
C -1.488 -0.042 -0.778
C 0.754 -0.888 0.516
C 2.217 -0.719 0.245
N -0.180 0.222 0.054
H -3.228 1.646 -0.426
H -0.827 1.284 -2.626
H -0.783 -0.340 2.050
H 0.719 0.752 2.228
H -1.734 -1.028 -0.831
H 0.254 -1.835 0.567
H 2.633 -1.635 0.432
H 2.694 0.024 0.915
H 2.358 -0.457 -0.731
H 0.405 0.981 -0.372
```

The value obtained for the HOMO energy is -14.87 eV. The HOMO-LUMO gap comes out at 12.03 eV. Its net charge is +1. For the largest force on an atom, the calculation gives 3.94 eV/Å. Its SMILES is C[C@H]1C[N@@H+]1C1C=C1. The energy relative to the best compared isomer or geometry (same formula, charge and spin) is 69.8 kcal per mole.



3.
# C31H49N4O3PrSSi2

A structure of composition C31H49N4O3PrSSi2 at a distorted geometry (the ωB97M-V functional and the def2-TZVPD basis, OMol25).

```
91
Properties=species:S:1:pos:R:3
Pr 15.582 0.203 11.267
O 17.409 -0.278 7.131
C 16.690 -0.101 8.126
N 17.155 0.344 9.317
C 18.389 1.152 9.273
C 19.475 0.548 10.087
C 20.035 -0.702 9.732
C 21.088 -1.180 10.490
C 21.535 -0.417 11.582
C 20.984 0.853 11.769
N 19.962 1.316 11.093
C 15.180 -0.355 7.985
C 14.597 -0.728 6.798
C 13.282 -0.525 6.602
C 12.531 0.073 7.631
C 13.162 0.268 8.830
N 14.442 -0.082 9.035
H 18.164 2.143 9.745
H 18.739 1.273 8.257
H 19.524 -1.299 8.992
H 21.534 -2.145 10.288
H 22.334 -0.707 12.236
H 21.367 1.500 12.547
H 15.232 -1.143 6.014
H 12.753 -0.774 5.671
H 11.485 0.381 7.503
H 12.652 0.649 9.723
C 12.980 1.332 14.026
Si 13.982 -0.218 14.537
C 13.596 -0.706 16.234
C 13.241 -1.517 13.320
C 15.805 -0.159 14.121
C 16.571 -1.330 13.759
C 16.890 -2.300 14.838
C 17.719 -3.378 14.582
C 18.212 -3.590 13.289
C 17.960 -2.602 12.325
N 17.061 -1.573 12.499
Si 16.754 1.286 14.848
C 17.760 2.191 13.516
C 15.644 2.505 15.666
C 17.944 0.572 16.176
H 12.010 1.121 13.477
H 13.512 2.088 13.405
H 12.611 1.943 14.892
H 12.656 -1.272 16.041
H 13.458 0.090 16.980
H 14.394 -1.389 16.542
H 12.104 -1.400 13.331
H 13.449 -2.561 13.581
H 13.123 -1.903 11.308
H 16.570 -2.130 15.861
H 17.882 -4.050 15.432
H 18.901 -4.391 13.081
H 18.514 -2.596 11.391
H 18.330 3.084 13.894
H 17.076 2.651 12.752
H 18.534 1.624 12.960
H 14.819 2.905 15.042
H 16.276 3.398 15.999
H 15.315 2.123 16.644
H 18.787 -0.015 15.793
H 17.318 -0.023 16.818
H 18.300 1.390 16.877
C 15.540 4.373 10.628
C 14.590 3.584 11.526
C 13.178 3.928 11.097
O 14.861 2.160 11.450
H 15.324 5.462 10.802
H 15.373 4.129 9.542
H 16.617 4.238 10.776
H 14.776 3.861 12.573
H 12.904 3.845 10.003
H 12.930 5.021 11.320
H 12.457 3.377 11.732
C 13.034 -6.119 9.128
C 13.126 -5.010 10.147
S 12.285 -3.498 9.802
O 13.566 -1.215 11.926
C 10.607 -3.935 10.236
C 10.343 -5.227 11.023
H 13.821 -6.848 9.276
H 13.110 -5.733 8.093
H 12.095 -6.701 9.181
H 14.235 -4.680 10.229
H 12.807 -5.361 11.143
H 10.142 -4.011 9.261
H 10.146 -3.045 10.719
H 10.665 -6.136 10.544
H 9.248 -5.291 11.157
H 10.843 -5.095 11.995
```

The value obtained for the HOMO energy (alpha / beta) is -6.77 / -6.77 eV. The HOMO-LUMO gap (alpha / beta) comes out at 6.86 / 6.87 eV. For the largest force on an atom, the calculation gives 3.01 eV/Å. Its multiplicity is 3.



4.
# C31H47ClErO2P2

A structure of composition C31H47ClErO2P2 at a distorted geometry (the ωB97M-V functional and the def2-TZVPD basis, OMol25).

```
84
Properties=species:S:1:pos:R:3
Er -0.951 1.251 -0.324
C 0.825 1.415 2.916
C 1.472 1.419 1.663
C -0.118 3.091 1.663
C -0.095 2.490 2.948
C 0.913 2.483 0.882
C 1.117 0.450 4.002
H 2.112 0.639 4.435
H 1.079 -0.585 3.623
H 0.388 0.531 4.817
C -0.878 2.976 4.103
H -1.885 2.540 4.110
H -1.000 4.069 4.085
H -0.396 2.704 5.048
C -0.962 4.230 1.230
H -1.266 4.857 2.078
H -1.883 3.845 0.760
H -0.472 4.918 0.522
C 1.413 2.891 -0.452
H 2.472 3.204 -0.460
H 0.881 3.753 -0.883
H 1.424 2.016 -1.146
C 2.678 0.647 1.300
H 3.563 0.958 1.889
H 2.917 0.752 0.234
H 2.537 -0.425 1.504
C 0.639 -3.435 0.411
C 1.784 -3.850 0.961
C 3.133 -3.664 0.343
C 3.288 -4.045 -1.149
C 3.342 -2.897 -2.095
C 2.681 -1.747 -2.005
C 1.487 -1.545 -1.099
C 0.558 -2.770 -0.928
H 3.821 -4.303 0.912
H 2.494 -4.747 -1.439
H 3.444 -2.621 0.516
H 0.744 -3.450 -1.767
H -0.308 -3.497 0.940
H 1.749 -4.388 1.915
H -0.482 -2.413 -1.036
H 1.752 -1.178 -0.099
H 2.939 -0.847 -2.592
H 0.902 -0.717 -1.563
H 4.252 -4.584 -1.233
H 4.026 -3.023 -2.926
P -1.246 -0.629 -3.046
P -0.964 2.385 -2.728
C -1.262 0.422 -4.623
C -1.813 1.802 -4.293
H -1.863 -0.102 -5.381
H -0.214 0.452 -4.973
H -1.570 2.526 -5.093
H -2.903 1.781 -4.110
C -1.495 4.136 -2.755
H -0.907 4.709 -2.027
H -2.554 4.166 -2.462
H -1.361 4.536 -3.773
C 0.723 2.476 -3.553
H 0.592 2.656 -4.629
H 1.304 1.550 -3.413
H 1.307 3.299 -3.130
C -2.922 -1.371 -3.343
H -3.115 -2.145 -2.589
H -2.952 -1.868 -4.323
H -3.703 -0.604 -3.306
C -0.284 -1.996 -3.876
H -0.536 -1.993 -4.944
H -0.576 -2.962 -3.441
H 0.798 -1.822 -3.790
Cl -2.119 -3.369 6.725
C -2.215 -2.384 5.329
C -2.018 -2.972 4.077
C -2.052 -2.163 2.950
C -2.277 -0.788 3.059
C -2.587 -0.214 4.305
C -2.543 -1.027 5.445
C -2.004 -0.016 1.815
O -1.178 -0.602 0.987
O -2.458 1.148 1.470
H -1.785 -4.028 3.999
H -1.839 -2.604 1.981
H -2.810 0.851 4.397
H -2.729 -0.636 6.443
```

The value obtained for the HOMO energy (alpha / beta) is -9.37 / -9.38 eV. The HOMO-LUMO gap (alpha / beta) comes out at 5.85 / 5.95 eV. Its net charge is +1. For the largest force on an atom, the calculation gives 4.50 eV/Å. Its multiplicity is 4. The energy relative to the best compared isomer or geometry (same formula, charge and spin) is 0.0 kcal per mole.



5.
# C6H16O2

A cluster of 2 separate species, C6H16O2 in total at a distorted geometry (the ωB97M-V functional and the def2-TZVPD basis, OMol25).

```
24
Properties=species:S:1:pos:R:3
C 0.646 0.581 -1.691
O 1.429 1.813 -1.436
C -0.774 0.838 -1.354
C -1.181 1.391 0.005
C -1.113 0.354 1.269
C 0.392 0.109 1.781
C 1.008 -1.341 1.452
H 0.933 0.289 -2.833
H 1.070 -0.211 -0.993
H 2.365 1.642 -1.590
H -1.284 -0.159 -1.541
H -1.211 1.501 -2.134
H -2.271 1.692 0.003
H -0.556 2.327 0.299
H -1.427 -0.660 0.847
H -1.727 0.737 2.115
H 0.933 0.833 1.038
H 0.705 0.550 2.778
H 1.597 -1.413 0.499
H 1.567 -1.691 2.262
H 0.155 -1.968 1.461
H -1.109 -2.235 -1.083
H 0.149 -2.272 -0.184
O -0.295 -2.708 -0.973
```

The value obtained for the HOMO energy is -10.21 eV. The HOMO-LUMO gap comes out at 11.03 eV. For the largest force on an atom, the calculation gives 3.79 eV/Å. Its SMILES is CCCCCCO.O. The energy relative to the best compared isomer or geometry (same formula, charge and spin) is 45.3 kcal per mole.



6.
# C5H8O

The molecule C5H8O (the ωB97M-V functional and the def2-TZVPD basis, OMol25).

```
14
Properties=species:S:1:pos:R:3
C -2.150 0.258 0.109
O -1.847 -1.101 -0.117
C -0.665 -1.300 -0.851
C 0.499 -0.590 -0.300
C 1.393 0.081 0.151
C 2.482 0.882 0.703
H -3.214 0.295 0.343
H -1.566 0.667 0.945
H -1.948 0.888 -0.773
H -0.493 -2.381 -0.852
H -0.803 -0.980 -1.899
H 2.750 0.537 1.706
H 3.369 0.808 0.069
H 2.194 1.936 0.764
```

The value obtained for the HOMO energy is -9.54 eV. The HOMO-LUMO gap comes out at 10.50 eV. For the largest force on an atom, the calculation gives 0.56 eV/Å. Its SMILES is CC#CCOC. The energy relative to the best compared isomer or geometry (same formula, charge and spin) is 56.5 kcal per mole.



7.
# C7H23NO5

A cluster of 6 separate species, C7H23NO5 in total at a distorted geometry (the ωB97M-V functional and the def2-TZVPD basis, OMol25).

```
36
Properties=species:S:1:pos:R:3
C -1.174 -1.773 -0.533
C -1.214 -0.327 -1.100
C 0.069 0.442 -1.058
C 0.812 0.719 0.005
C 0.630 0.926 -2.388
C 0.462 2.414 -2.655
C -0.054 3.321 -1.846
N -1.882 -2.010 0.726
H -1.679 -2.418 -1.247
H -0.159 -2.179 -0.496
H -1.930 0.201 -0.481
H -1.613 -0.382 -2.104
H 0.596 0.420 1.027
H 1.791 1.158 -0.103
H 1.700 0.726 -2.408
H 0.180 0.428 -3.238
H 0.673 2.662 -3.692
H -0.248 3.074 -0.804
H -0.165 4.384 -2.024
H -2.849 -1.722 0.572
H -1.584 -1.394 1.470
H 2.171 -1.569 -3.842
H 2.345 -1.556 -2.345
O 1.963 -2.091 -3.059
H 2.367 -0.804 2.216
H 3.555 -1.385 2.795
O 3.239 -0.514 2.509
H -1.681 2.018 2.602
H -2.864 3.038 2.826
O -2.205 2.721 2.207
H 0.850 -1.802 1.597
H -0.073 -2.984 1.672
O 0.688 -2.594 2.129
H -1.113 -0.048 4.372
H -0.685 -1.014 3.275
O -0.919 -0.088 3.424
```

The value obtained for the HOMO energy is -9.44 eV. The HOMO-LUMO gap comes out at 9.84 eV. For the largest force on an atom, the calculation gives 1.23 eV/Å. Its SMILES is C=CCC(=C)CCN.O.O.O.O.O. The energy relative to the best compared isomer or geometry (same formula, charge and spin) is 43.7 kcal per mole.



8.
# C5H12N2O2

A cluster of 2 separate species, C5H12N2O2 in total at a distorted geometry (the ωB97M-V functional and the def2-TZVPD basis, OMol25).

```
21
Properties=species:S:1:pos:R:3
C -0.857 0.817 -0.495
C -0.360 0.602 0.934
C -1.280 2.203 -0.854
C -0.246 -1.994 0.976
N 0.289 0.757 -1.548
C 0.435 -0.665 1.083
O 0.718 -0.602 -2.021
O 2.391 -1.721 1.371
N 1.684 -0.506 1.268
H 0.182 -0.743 -2.813
H 3.298 -1.427 1.512
H 1.142 1.030 -1.048
H -1.552 0.040 -0.820
H 0.260 1.449 1.232
H -1.239 0.571 1.581
H -0.385 1.915 -1.959
H -2.347 2.305 -1.035
H -0.918 2.975 -0.181
H 0.083 -2.656 1.777
H 0.033 -2.460 0.029
H -1.329 -1.890 1.012
```

The value obtained for the HOMO energy is -8.48 eV. The HOMO-LUMO gap comes out at 9.35 eV. For the largest force on an atom, the calculation gives 3.33 eV/Å. The energy relative to the best compared isomer or geometry (same formula, charge and spin) is 151.6 kcal per mole.



9.
# C6H13CdNO5S

A structure of composition C6H13CdNO5S at a distorted geometry (the ωB97M-V functional and the def2-TZVPD basis, OMol25).

```
27
Properties=species:S:1:pos:R:3
C 3.367 0.940 0.489
C 2.262 -0.036 0.957
O 2.053 -1.124 0.070
C 1.472 -0.762 -1.155
C -0.019 -1.131 -1.267
C -0.945 -0.049 -0.670
O -1.940 0.496 -1.591
S -2.941 1.294 -0.668
O -2.288 2.340 -0.052
O -4.195 1.478 -1.248
O -3.071 0.077 0.509
C -1.719 -0.620 0.563
N -1.241 -0.348 1.856
H 3.904 0.547 -0.370
H 4.015 1.237 1.305
H 2.865 1.843 0.132
H 1.333 0.508 1.178
H 2.600 -0.442 1.909
H 1.982 -1.324 -1.938
H 1.580 0.298 -1.404
H -0.256 -2.123 -0.886
H -0.250 -1.129 -2.338
H -0.259 0.713 -0.305
H -1.855 -1.693 0.437
H -1.223 0.656 2.020
H -0.333 -0.770 2.039
Cd -4.900 -0.875 0.429
```

The value obtained for the HOMO energy is -15.60 eV. The HOMO-LUMO gap comes out at 2.42 eV. Its net charge is +2. For the largest force on an atom, the calculation gives 2.63 eV/Å.